[1]
10
Properties=species:S:1:pos:R:3:nbo_charge:R:1 method="wB97M-V/def2-TZVPD" s_squared=2.007 molar_mass_g_mol=166.96 multiplicity=3 energy_ev=-79230.502 relative_energy_kcal_mol=38.4 fmax_ev_per_a=6.114 homo_energy_ev="-5.435 / -10.010"
C -0.913 -0.131 -0.708 -0.1331
C -0.892 -0.387 0.667 0.1631
N 0.204 0.693 -1.329 -0.2554
N 1.456 0.022 0.605 -0.0836
O 0.269 -0.195 1.411 -0.3615
O 1.102 1.051 -0.371 -0.2707
Br -2.179 -1.401 1.767 -0.0171
H -1.869 -0.363 -1.273 0.2245
H 0.680 0.171 -2.076 0.3619
H 2.141 0.539 1.307 0.3718

=====

[2]
14
Properties=species:S:1:pos:R:3:nbo_charge:R:1 method="wB97M-V/def2-TZVPD" molar_mass_g_mol=150.23 multiplicity=1 energy_ev=-29901.899 relative_energy_kcal_mol=125.1 fmax_ev_per_a=5.820 homo_energy_ev=-8.501
C 1.051 1.126 -0.504 -0.6918
C 1.703 -0.197 -0.139 0.1614
S 3.352 -0.203 0.442 -0.1717
N 0.846 -1.245 -0.242 -0.7658
S -0.886 -1.551 -0.438 0.4109
C -1.544 -0.765 1.026 -0.2962
N -2.290 0.331 0.891 -0.0013
O -2.440 0.935 -0.220 -0.4807
H 1.608 2.113 -0.770 0.2706
H 0.291 0.991 -1.413 0.1954
H 0.471 1.323 0.363 0.2387
H 1.189 -2.371 -0.127 0.4409
H -1.639 -1.172 2.102 0.2428
H -1.712 0.684 -0.972 0.4468